Entry from OMol25: a 2-piece molecular cluster, C10H10N2O2 overall at a distorted geometry (the ωB97M-V functional and the def2-TZVPD basis).

The geometry in XYZ format:
```
24
C10H10N2O2, DFT the ωB97M-V functional and the def2-TZVPD basis
C 3.95452 -1.55929 0.03973
C 2.33387 0.26281 0.04088
C -4.93680 -0.55768 -0.20534
H -1.81309 1.56739 0.60264
H -5.82872 1.44086 0.40030
C 2.73217 -1.03210 0.24478
N -2.47773 0.89560 -0.12588
C -4.94659 0.83449 0.11907
O -1.51711 -1.21613 0.36197
C 3.39430 1.24081 -0.17046
H 3.25418 2.30751 -0.23415
N -3.68816 -1.10893 -0.17305
C -2.47328 -0.48700 0.11984
C 4.70630 0.75218 -0.27584
H 1.93565 -1.76804 0.47848
C 4.93753 -0.70230 -0.37484
C -3.78915 1.42662 0.04104
H -3.74119 2.47670 0.29635
H 5.73304 1.36004 -0.35610
H 6.11895 -0.83095 -0.51517
H 1.29916 0.57442 0.12609
O -5.96667 -1.18908 -0.49243
H 4.27546 -2.54195 0.47591
H -3.49663 -2.14600 -0.42384
```

Computed properties:
* E_tot: -17605.512 eV
* ΔE to the lowest compared entry with this formula, charge and spin: 3.030 eV
* maximum force: 5.2 eV Å⁻¹
* multiplicity: 1
* HOMO level: -9.164 eV
* SMILES: O=c1cc[nH]c(=O)[nH]1.c1ccccc1
* E_LUMO: 0.1 eV

---

Entry from OMol25: C10H10N4O3Pt as an isolated structure (the ωB97M-V functional and the def2-TZVPD basis).

The geometry in XYZ format:
```
28
C10H10N4O3Pt, DFT the ωB97M-V functional and the def2-TZVPD basis
N 1.50040 -0.09363 -2.31085
C 1.61133 -1.42034 2.39912
H -2.89763 2.87419 -0.02500
H -4.82075 1.56200 -0.01970
H 2.21253 -0.72893 -2.62021
C 2.56866 -2.36657 2.13333
C -0.07376 1.40149 -2.28461
O -2.54929 1.04003 2.02115
H 3.82951 -3.27218 0.62785
H 2.98521 -1.86790 -1.16229
H 0.93369 0.82789 -4.17339
C 0.77538 0.75422 -3.11348
C 2.58089 -1.73220 -0.16547
H 2.93614 -2.99312 2.93632
O 0.24537 0.34201 1.74306
C 1.09649 -0.58593 1.38498
O -4.75608 0.68301 2.24045
Pt -1.15076 1.09166 0.55997
C 1.59555 -0.76128 0.07392
H 1.21683 -1.27860 3.39616
N -2.82957 1.90714 -0.34268
N 0.12920 0.96028 -0.99399
N -3.92035 1.13925 0.17326
C 1.08930 0.03942 -1.02669
H -2.83092 1.90484 -1.35565
H -0.78269 2.17184 -2.52870
C -3.76635 0.93225 1.59496
C 3.07168 -2.53085 0.83818
```

Computed properties:
* E_tot: -25882.579 eV
* ΔE to the lowest compared entry with this formula, charge and spin: 0.184 eV
* maximum force: 0.5 eV Å⁻¹
* multiplicity: 1
* HOMO level: -7.820 eV
* E_LUMO: 0.0 eV

---

Entry from OMol25: C10H10N4Sn as an isolated structure at a distorted geometry (the ωB97M-V functional and the def2-TZVPD basis).

The geometry in XYZ format:
```
25
C10H10N4Sn, DFT the ωB97M-V functional and the def2-TZVPD basis
N -1.91137 0.82641 -0.95728
H 2.95453 1.75999 0.83608
H 1.67773 -2.51332 -0.86253
H -1.20037 1.14341 -1.63407
H 1.66514 3.27182 -0.98321
C 1.19389 2.58978 -0.25559
C -0.19802 2.45999 -0.04345
C 1.65235 -0.95113 -3.83205
N -4.53721 -2.92013 4.41372
Sn -0.45742 -0.57659 -0.26096
N -1.13029 -1.63070 1.43834
H 2.42707 -0.76273 -0.85204
H -0.97744 3.02516 -0.54058
C 0.93634 1.12978 1.51914
H 0.57009 -0.72388 -3.97381
C -3.84692 -2.65830 3.49634
C -0.39066 1.54593 1.08360
H 2.32850 -0.61188 -4.61340
C 1.87377 1.79048 0.70629
C -2.11591 -1.98005 2.01373
H -1.30084 1.43429 1.63972
H 1.12575 0.48913 2.39161
C 2.07732 -1.59021 -2.76265
N -3.21028 -2.41931 2.39271
C 1.99670 -1.61328 -1.41214
```

Computed properties:
* E_tot: -22315.063 eV
* ΔE to the lowest compared entry with this formula, charge and spin: 3.529 eV
* maximum force: 3.2 eV Å⁻¹
* multiplicity: 1
* HOMO level (alpha / beta): -8.329 / -8.371 eV
* E_LUMO (alpha / beta): -1.6 / -3.2 eV

---

Entry from OMol25: an isolated ion of composition C10H10NOS and charge +1 at a distorted geometry (the ωB97M-V functional and the def2-TZVPD basis).

The geometry in XYZ format:
```
23
C10H10NOS, DFT the ωB97M-V functional and the def2-TZVPD basis
C -2.31582 0.96767 0.42119
C -1.50653 -1.63147 0.14165
C 1.23791 1.78567 0.05596
C -0.07876 1.84243 0.41163
H -3.55327 -2.04540 0.04538
H -2.66910 2.00951 0.59810
C 1.88014 0.43101 -0.05055
C -3.27761 0.05662 0.35508
H -4.31611 0.29782 0.27491
H -0.51304 2.80860 0.42569
S 2.14383 -0.34306 1.60852
N 3.04678 0.20389 -1.04364
H -1.32739 -2.61715 -0.13951
C -0.51694 -0.64985 0.16794
O 1.55103 -2.13637 -0.52569
C -2.89841 -1.27926 0.25492
H 3.91599 0.32336 -0.48645
H 1.13896 -2.97998 -0.16689
H 1.81216 2.73758 0.13764
H 3.03462 0.99379 -1.67603
H 3.08871 -0.71461 -1.33695
C 1.05452 -0.77003 0.20637
C -0.93170 0.70925 0.32076
```

Computed properties:
* E_tot: -24895.823 eV
* ΔE to the lowest compared entry with this formula, charge and spin: 1.287 eV
* maximum force: 5.2 eV Å⁻¹
* multiplicity: 1
* charge: +1
* HOMO level: -12.041 eV
* SMILES: [NH3+][C@@]12C=Cc3ccccc3[C@]1(O)S2
* E_LUMO: -3.8 eV

---

Entry from OMol25: an isolated molecule of C10H10O2 at a distorted geometry (the ωB97M-V functional and the def2-TZVPD basis).

The geometry in XYZ format:
```
22
C10H10O2, DFT the ωB97M-V functional and the def2-TZVPD basis
C 0.64763 0.05177 0.53372
H 1.88428 -1.12526 1.64803
C -1.53170 0.76327 0.61187
C 1.70434 -0.80329 0.59370
C -1.00357 1.19035 -0.79814
C 0.30986 0.46318 -0.82544
C 1.21816 0.22770 -1.85286
H -0.83035 2.30187 -0.77712
H 1.09259 0.54082 -2.93151
H 0.10078 1.60539 1.81249
O -2.30428 -1.37881 -0.42802
H 3.42053 -1.67515 -0.17849
O -2.87389 -0.70317 1.63776
H -1.53349 0.86014 -1.69275
H -2.08002 1.59214 1.09256
H -0.35554 -0.00309 2.43175
C 2.38006 -0.55782 -1.67090
H -3.37191 -1.52881 1.70432
C 2.62784 -1.03376 -0.38573
C -2.27667 -0.60973 0.48277
H 3.02954 -0.77447 -2.53657
C -0.25420 0.59673 1.52855
```

Computed properties:
* E_tot: -14626.861 eV
* ΔE to the lowest compared entry with this formula, charge and spin: 1.086 eV
* maximum force: 4.8 eV Å⁻¹
* multiplicity: 1
* HOMO level: -8.598 eV
* SMILES: O=C(O)C1Cc2ccccc2C1
* E_LUMO: 0.7 eV

---

Entry from OMol25: C10H10O2 as an isolated structure at a distorted geometry (the ωB97M-V functional and the def2-TZVPD basis).

The geometry in XYZ format:
```
22
C10H10O2, DFT the ωB97M-V functional and the def2-TZVPD basis
H -0.85125 0.03849 1.79951
C -0.28537 1.66321 0.26619
H 2.34099 -2.92032 -0.88439
H -2.87004 1.23972 -0.44147
C 1.82298 0.31429 -0.21402
C -2.45539 0.46736 0.28256
C 0.41973 0.43336 -0.22882
C 0.34678 -1.96280 -0.82001
H 3.29388 1.34707 -0.58856
H 0.41733 2.27597 0.84312
H -0.37844 -2.73513 -1.02449
H -3.28955 0.09747 0.79880
C -1.43549 1.15724 1.26369
H 3.55586 -0.93173 -0.25488
C -1.73116 -0.83592 -0.19255
C -0.25086 -0.75660 -0.45973
O -2.40808 -1.87279 -0.24742
O 2.43545 1.54622 -0.30992
C 2.46567 -0.95907 -0.50300
C 1.67018 -2.03016 -0.91870
H -2.02584 1.94660 2.20383
H -0.78739 2.47751 -0.36975
```

Computed properties:
* E_tot: -14623.970 eV
* ΔE to the lowest compared entry with this formula, charge and spin: 3.976 eV
* maximum force: 5.4 eV Å⁻¹
* multiplicity: 1
* HOMO level: -8.859 eV
* E_LUMO: 0.1 eV

---

Entry from OMol25: an isolated molecule of C10H10O2 at a distorted geometry (the ωB97M-V functional and the def2-TZVPD basis).

The geometry in XYZ format:
```
22
C10H10O2, DFT the ωB97M-V functional and the def2-TZVPD basis
C 0.38193 -1.38026 0.59698
H -1.00061 2.24833 0.00032
H 0.49293 1.64703 -2.10554
H -0.16364 -0.97150 -2.64026
O 1.42321 -0.57599 -1.28979
H -1.36295 -1.97074 -0.73393
C 0.02455 -0.49831 -1.64931
H 0.27937 1.12950 2.89199
C -0.55147 1.27787 -0.21269
C -0.73277 -1.11753 -0.46691
C 1.40363 -0.38729 0.10660
C 0.76168 0.94032 0.61023
C -0.28916 1.03371 -1.69468
H -0.29359 -1.39178 2.83920
H 1.48422 1.74416 0.66038
C 0.03428 -0.80602 1.96683
C -1.51259 0.11587 -0.05975
C 0.37646 0.51380 1.99325
O -2.70877 0.17016 0.26482
H 0.75767 -2.42755 0.61587
H 2.38660 -0.54314 0.55406
H -1.19097 1.24935 -2.24771
```

Computed properties:
* E_tot: -14625.914 eV
* ΔE to the lowest compared entry with this formula, charge and spin: 2.033 eV
* maximum force: 3.6 eV Å⁻¹
* multiplicity: 1
* HOMO level: -9.437 eV
* SMILES: O=C1[C@@H]2[C@@H]3C=C[C@H]4[C@@H]3O[C@@H]2C[C@@H]14
* E_LUMO: 0.8 eV

---

Entry from OMol25: C10H10Se as an isolated structure at a distorted geometry (the ωB97M-V functional and the def2-TZVPD basis).

The geometry in XYZ format:
```
21
C10H10Se, DFT the ωB97M-V functional and the def2-TZVPD basis
H -2.36122 -2.30883 -0.16653
H 1.47791 3.06379 -1.93487
C -0.68255 -1.84452 1.20717
C 0.31787 3.34373 -0.03648
C 0.92009 -1.98754 -0.45291
H 1.33024 -2.26054 1.60869
C -0.22270 1.16019 0.35356
C 0.72944 1.24530 -0.83193
H -1.13387 0.49460 0.00877
H -1.16738 2.95180 1.41127
C -0.43218 2.53358 0.76526
H 0.47478 4.32352 -0.03638
Se 0.83138 0.16845 1.89949
C 1.01398 2.55660 -0.98500
H 1.90307 -1.95593 -0.99545
C 0.72847 -1.65384 1.01231
C -1.33544 -2.03104 0.05104
H 0.90635 0.35481 -1.44960
H -1.13407 -1.81743 2.10260
H -0.79313 -2.62352 -1.85997
C -0.31026 -2.25768 -0.98229
```

Computed properties:
* E_tot: -75874.237 eV
* ΔE to the lowest compared entry with this formula, charge and spin: 2.591 eV
* maximum force: 4.2 eV Å⁻¹
* multiplicity: 1
* HOMO level: -8.024 eV
* E_LUMO: 0.2 eV

---

Entry from OMol25: a 2-piece molecular cluster, C10H11BO2 overall at a distorted geometry (the ωB97M-V functional and the def2-TZVPD basis).

The geometry in XYZ format:
```
24
C10H11BO2, DFT the ωB97M-V functional and the def2-TZVPD basis
B 4.31808 -0.38444 -0.18023
H 0.66167 3.83571 0.13193
H -1.50028 -3.45012 1.05662
C -1.25549 2.96892 -0.24282
C -1.40081 0.60304 -0.06299
H -3.06351 1.85372 -0.57942
H 2.78205 -0.56870 -1.40123
C -0.79803 -3.11080 0.29545
C 0.09196 2.91817 0.08415
C -1.94838 -0.79176 -0.08607
C -0.03833 0.54907 0.27263
C -2.01481 1.80850 -0.31986
O 3.39182 -1.03125 -0.83239
O 5.17698 0.13625 0.47252
H 0.18372 -3.52150 0.51557
H -2.36057 -1.05756 -1.06276
H -2.74711 -0.92360 0.64705
C -0.74224 -1.62540 0.25292
H 1.76678 1.67178 0.60471
H -1.13719 -3.50123 -0.66496
H 1.31110 -1.17287 0.73172
C 0.32283 -0.83929 0.46488
H -1.71666 3.92479 -0.44549
C 0.71642 1.70855 0.34806
```

Computed properties:
* E_tot: -15321.872 eV
* ΔE to the lowest compared entry with this formula, charge and spin: 0.000 eV
* maximum force: 1.4 eV Å⁻¹
* multiplicity: 1
* HOMO level: -8.303 eV
* SMILES: CC1=Cc2ccccc2C1.O=BO
* E_LUMO: 0.2 eV

---

Entry from OMol25: an isolated molecule of C10H11BO2 at a distorted geometry (the ωB97M-V functional and the def2-TZVPD basis).

The geometry in XYZ format:
```
24
C10H11BO2, DFT the ωB97M-V functional and the def2-TZVPD basis
H -2.08053 -1.63457 -1.53176
H -2.57174 -0.22527 -0.01577
H -1.24838 2.02894 3.93904
H 2.01333 -2.45382 -1.28232
H -0.56415 -1.95354 -0.92705
C 0.69636 0.52524 0.84818
C -1.09053 -1.09936 -1.22678
C 1.41254 1.08510 1.95976
C -0.79897 0.47850 0.83887
H -0.31154 0.43778 -2.69122
O 2.38882 -1.63678 -1.78519
O 2.40197 0.57491 -2.38127
B 2.03441 -0.34282 -1.44854
C 0.83670 1.55494 3.08653
H 2.56341 0.97098 1.75867
C -0.60493 1.57960 3.09101
H 2.56295 0.24493 -3.31222
C -1.57780 -0.20491 -0.05980
H 1.24545 2.00537 3.95510
C 1.56985 0.03961 -0.02914
C -0.18169 -0.61329 -2.29517
H -2.30438 1.19740 2.02924
C -1.31036 1.15675 2.02185
H 0.37797 -1.31062 -2.94620
```

Computed properties:
* E_tot: -15315.743 eV
* ΔE to the lowest compared entry with this formula, charge and spin: 6.129 eV
* maximum force: 5.4 eV Å⁻¹
* multiplicity: 1
* HOMO level (alpha / beta): -7.684 / -7.560 eV
* E_LUMO (alpha / beta): -0.4 / -0.2 eV

---

Entry from OMol25: a 2-piece molecular cluster, C10H11BS3 overall at a distorted geometry (the ωB97M-V functional and the def2-TZVPD basis).

The geometry in XYZ format:
```
25
C10H11BS3, DFT the ωB97M-V functional and the def2-TZVPD basis
S 1.96463 1.26415 -1.22342
H 1.23027 -2.27742 0.71795
S -1.01353 4.23154 0.11070
S -1.90758 -1.44849 1.48761
H 1.56652 4.90814 -1.06284
C -0.17563 2.65643 -0.24914
C -1.03613 1.65868 0.07216
H 4.24284 1.49758 -1.76497
H -0.76056 -3.09925 2.74258
C 1.96375 3.81645 -1.06493
H 1.29030 -1.21869 -0.77096
H -2.99894 1.47055 0.88832
H -3.24432 4.02308 1.07556
C -2.38358 3.39179 0.59225
H 3.90243 4.30917 -1.91406
C 1.17376 2.74426 -0.83326
C -2.28744 2.08715 0.50763
B -0.71998 -1.37425 0.30440
C -1.72943 -3.07066 2.47202
H 0.44548 -2.89524 -0.88046
H -1.96466 -3.91939 1.97642
C 3.35520 2.13824 -1.77876
H -2.66913 -2.95809 3.19890
C 0.61711 -1.96678 -0.21227
C 3.20399 3.43049 -1.62341
```

Computed properties:
* E_tot: -43724.856 eV
* ΔE to the lowest compared entry with this formula, charge and spin: 4.336 eV
* maximum force: 6.0 eV Å⁻¹
* multiplicity: 1
* HOMO level (alpha / beta): -7.232 / -7.597 eV
* E_LUMO (alpha / beta): -0.7 / -0.3 eV

---

Entry from OMol25: a 2-piece molecular cluster, C10H11BrO4S overall at a distorted geometry (the ωB97M-V functional and the def2-TZVPD basis).

The geometry in XYZ format:
```
27
C10H11BrO4S, DFT the ωB97M-V functional and the def2-TZVPD basis
O 0.64137 -1.55942 3.94301
H -4.41343 -0.46849 -3.52678
H 3.98433 -2.57655 1.97781
C 3.63238 -1.60239 2.55542
C 4.71329 -0.33877 2.37396
H 3.49395 -1.89256 3.69559
H -1.26165 1.33572 -2.27458
H -1.19306 0.53705 2.88448
C -4.71698 0.54571 -3.25650
H -2.13507 1.65567 -3.79407
O 5.85858 -0.44954 1.67541
H -1.95123 -0.02352 -3.19857
C 0.80619 -0.87790 2.80501
C 2.20146 -1.01164 1.92168
H -4.67364 1.19671 -4.13272
C 2.30855 -0.56942 0.47320
C -0.33137 0.17561 2.17756
C 0.98535 0.08480 -0.27702
O -3.59512 0.18631 -0.85518
O 0.88725 0.19274 -1.60769
H -5.73920 0.52670 -2.87161
H 3.33286 -0.68319 -0.11267
S -3.62917 1.19500 -1.96516
Br 4.11324 1.39635 3.26327
H -1.00681 1.38728 0.29920
C -0.21765 0.61818 0.73370
C -2.09441 1.01958 -2.90674
```

Computed properties:
* E_tot: -99607.284 eV
* maximum force: 9.6 eV Å⁻¹
* multiplicity: 1
* HOMO level: -9.099 eV
* E_LUMO: -2.2 eV